No. 1
{"formula": "C3H8N2O2", "method": "ωB97M-V with the def2-TZVPD basis set", "lumo_ev": 0.63, "homo_lumo_gap_ev": 10.115, "elements": ["N", "C", "O", "C", "N", "C", "O", "H", "H", "H", "H", "H", "H", "H", "H"], "xyz": [[-1.58213, -0.71199, 1.53114], [-0.28288, -0.63468, 1.11863], [0.50925, -1.52733, 1.32008], [0.15722, 0.76331, 0.72490], [1.27103, 0.72125, -0.23883], [1.01921, -0.16051, -1.34648], [-0.34247, -0.25721, -1.76375], [-1.90581, -1.59796, 1.90181], [-2.30974, -0.14187, 1.13224], [0.51311, 1.24911, 1.61751], [-0.65315, 1.34184, 0.27762], [1.36209, 1.67001, -0.58702], [1.24909, -1.18032, -1.06447], [1.65260, 0.10404, -2.19282], [-0.65740, 0.36232, -2.43055]]}



No. 2
{"formula": "C3H8N2O2", "method": "ωB97M-V with the def2-TZVPD basis set", "spin_multiplicity": 2, "lumo_ev": [-4.82, -8.28], "homo_lumo_gap_ev": [9.604, 6.139], "total_charge": 1, "elements": ["C", "C", "N", "C", "N", "H", "H", "H", "H", "H", "H", "O", "H", "H", "O"], "xyz": [[1.82846, -1.58707, 0.70712], [0.99122, -0.72278, 1.53864], [-0.21095, -0.56780, 0.98140], [-0.07243, -1.10759, -0.22310], [0.98347, -1.97969, -0.28252], [2.87359, -1.69511, 0.96511], [1.28209, -0.22159, 2.45128], [-0.80405, -0.97732, -1.01796], [1.32460, -2.42799, -1.12909], [-0.25199, 3.10340, -0.79955], [0.00860, 1.89498, 0.12604], [-0.52554, 2.65246, 0.00341], [-2.96579, 1.06940, -0.55069], [-1.99242, 1.70288, -1.40954], [-2.46887, 0.86382, -1.36055]]}



No. 3
{"formula": "C3H8N2O2", "method": "ωB97M-V with the def2-TZVPD basis set", "spin_multiplicity": 2, "lumo_ev": [-3.43, -9.13], "homo_lumo_gap_ev": [11.469, 5.138], "total_charge": 1, "elements": ["N", "C", "C", "O", "C", "N", "O", "H", "H", "H", "H", "H", "H", "H", "H"], "xyz": [[-0.68595, -1.03719, -1.11032], [0.12585, -0.29320, -0.26469], [-0.04840, 1.12310, -0.63292], [1.02816, 1.47241, -1.44584], [-0.05169, -0.44597, 1.23502], [0.71833, -1.04142, 2.18176], [-1.11576, 0.01833, 1.64260], [-0.28660, -0.82991, -2.01409], [-1.69103, -0.91416, -1.19569], [1.15706, -0.73309, -0.38554], [-0.04505, 1.90322, 0.28240], [-1.00080, 1.35842, -1.22081], [0.70149, 2.12249, -2.12289], [0.84444, -2.00546, 2.00269], [0.34993, -0.69756, 3.04831]]}



No. 4
{"formula": "C3H8N2O3S", "method": "ωB97M-V with the def2-TZVPD basis set", "lumo_ev": 0.14, "homo_lumo_gap_ev": 9.833, "elements": ["C", "C", "C", "N", "N", "O", "O", "O", "S", "H", "H", "H", "H", "H", "H", "H", "H"], "xyz": [[-2.95447, 0.68759, -0.45114], [-1.73474, 0.36413, -0.00581], [-0.62593, 0.27650, -0.87051], [-0.88113, 0.07325, -2.19027], [0.62202, 0.47897, -0.47219], [2.72987, -1.69135, 1.23002], [1.09954, -0.31599, 2.11189], [3.55829, 0.18690, 2.53707], [2.54329, -0.83938, 2.67241], [-3.79085, 1.02396, 0.25249], [-3.15297, 0.87334, -1.50633], [-1.51603, 0.37744, 1.02558], [-0.17903, -0.36862, -2.74965], [-1.86175, -0.19615, -2.42786], [3.62552, -1.63934, 0.84754], [1.31243, 0.66650, -1.13620], [1.20593, 0.04226, 1.13297]]}



No. 5
{"formula": "C3H8N2OS", "method": "ωB97M-V with the def2-TZVPD basis set", "lumo_ev": -4.11, "homo_lumo_gap_ev": 3.868, "elements": ["N", "C", "C", "S", "C", "N", "O", "H", "H", "H", "H", "H", "H", "H", "H"], "xyz": [[0.28352, -1.47530, -1.06978], [-0.24052, -0.14017, -0.82284], [0.16331, 0.72838, 0.44209], [3.03592, -0.25107, -0.05106], [-1.20914, -0.03762, 0.34994], [-2.17621, 1.03561, 0.06709], [-1.38912, -0.82329, 1.31689], [-0.11582, -2.02912, -0.23615], [4.17638, -0.92767, 0.02605], [1.35931, -1.41072, -0.91346], [-0.23438, 0.52245, -1.64114], [0.20933, 1.81709, 0.41916], [0.93369, 0.27579, 1.05713], [-2.95304, 0.73761, 0.61846], [-1.84324, 1.97806, 0.43761]]}



No. 6
{"formula": "C3H8N2OS", "method": "ωB97M-V with the def2-TZVPD basis set", "lumo_ev": 0.74, "homo_lumo_gap_ev": 10.154, "elements": ["N", "C", "O", "C", "N", "C", "S", "H", "H", "H", "H", "H", "H", "H", "H"], "xyz": [[-1.99844, 1.25636, 0.37159], [-1.63049, -0.02755, 0.13991], [-2.32966, -0.85651, -0.39871], [-0.18664, -0.39419, 0.50263], [0.34267, 0.33550, 1.64384], [0.60708, -0.20543, -0.82368], [2.43269, -0.15393, -0.69662], [-1.52920, 1.78504, 1.08886], [-2.93601, 1.56884, 0.16808], [-0.20860, -1.45970, 0.73738], [1.34911, 0.21554, 1.64751], [0.28013, 1.33449, 1.43719], [0.40072, -1.02220, -1.51258], [0.33268, 0.76640, -1.25246], [2.63060, -0.92832, 0.37995]]}



Number 1: maximum force 1.405 eV/A, DFT total energy -379.09973 Ha. Number 2: maximum force 2.697 eV/A, DFT total energy -378.76083 Ha. Number 3: maximum force 5.274 eV/A, DFT total energy -378.70939 Ha. Number 4: maximum force 5.142 eV/A, DFT total energy -852.48203 Ha. Number 5: maximum force 4.678 eV/A, DFT total energy -701.79919 Ha. Number 6: maximum force 0.740 eV/A, DFT total energy -702.05722 Ha.